No. 1
Below is a cluster of 2 separate species, C18H21BNO3S2 in total, with properties calculated with ωB97M-V/def2-TZVPD.

Structure (XYZ):
```
46
C18H21BNO3S2 ωB97M-V/def2-TZVPD
C -0.64 4.83 1.64
C -1.90 4.23 0.79
S -2.72 2.94 1.85
C -1.65 1.38 1.88
C -2.38 0.28 0.98
C -3.86 -0.09 1.38
C -4.71 -1.13 0.62
C -4.08 -1.81 -0.63
C -2.64 -1.42 -1.03
C -1.73 -0.42 -0.27
N -0.35 -0.04 -0.61
B -0.25 1.28 -1.31
C 0.87 2.34 -0.71
O -1.02 1.69 -2.46
C 0.42 -1.11 -1.28
C 1.98 -1.11 -1.04
C 2.85 -2.20 -1.77
C 2.28 -3.28 -2.71
C 0.72 -3.28 -2.95
C -0.12 -2.20 -2.23
S -1.96 -2.25 -2.55
H 0.26 4.13 1.48
H -0.42 5.91 1.31
H -0.98 4.79 2.74
H -1.58 3.85 -0.24
H -2.59 5.15 0.61
H -1.67 1.04 2.97
H -0.62 1.69 1.52
H -4.32 0.43 2.29
H -5.77 -1.40 0.94
H -4.71 -2.57 -1.20
H 1.88 2.23 -1.27
H 1.13 2.08 0.39
H 0.49 3.42 -0.69
H -0.37 1.99 -3.14
H 2.42 -0.31 -0.37
H 3.98 -2.15 -1.59
H 2.94 -4.07 -3.23
H 0.26 -4.06 -3.66
C 4.23 -2.91 2.56
C 4.56 -3.05 1.07
O 5.33 -2.18 0.60
O 4.01 -4.02 0.50
H 4.73 -2.05 3.00
H 3.15 -2.78 2.69
H 4.55 -3.81 3.09
```

As for the HOMO energy: -4.29 eV. Its charge is -1. The orbital gap comes out at 0.237 Ha.

These are the Löwdin partial charges, in e, on atoms 1 to 5:
1 C -0.188
2 C -0.528
3 S 0.780
4 C -0.388
5 C -0.148

***

No. 2
Below is a cluster of 2 separate species, C26H22N6O4S in total, with properties calculated with ωB97M-V/def2-TZVPD.

Structure (XYZ):
```
59
C26H22N6O4S ωB97M-V/def2-TZVPD
N 4.08 1.03 -3.41
C 3.65 0.58 -2.42
C 3.12 -0.02 -1.22
C 3.18 0.67 0.01
C 2.78 0.01 1.17
N 2.74 0.45 2.50
O 3.10 1.47 3.07
O 2.17 -0.62 3.24
N 1.84 -1.67 2.42
C 2.23 -1.28 1.17
C 2.12 -1.98 -0.09
N 1.55 -3.31 -0.21
O 1.01 -3.88 0.76
O 1.64 -3.86 -1.34
C 2.58 -1.33 -1.25
H 3.56 1.68 0.12
H 2.50 -1.84 -2.22
C -3.91 3.41 -0.10
C -2.90 2.27 -0.22
C -3.06 1.31 0.96
C -1.46 2.78 -0.35
C -1.34 3.85 -1.42
N 0.06 4.10 -1.79
C 0.50 5.28 -2.41
C 1.90 5.34 -2.48
C 2.53 6.51 -2.88
C 1.75 7.63 -3.19
C 0.35 7.56 -3.13
C -0.29 6.37 -2.75
S 2.63 3.85 -1.93
C 1.06 3.24 -1.40
N 0.91 2.13 -0.77
C -0.45 1.64 -0.55
C -0.83 0.66 -1.65
C -1.10 -0.67 -1.33
C -1.51 -1.55 -2.34
C -1.65 -1.09 -3.65
C -1.33 0.23 -3.98
C -0.91 1.11 -2.97
H -3.71 4.03 0.78
H -3.92 4.05 -0.99
H -4.92 2.99 0.00
H -3.12 1.71 -1.14
H -2.81 1.81 1.91
H -4.10 0.97 1.02
H -2.44 0.41 0.87
H -1.20 3.25 0.62
H -1.94 3.59 -2.32
H -1.73 4.80 -1.04
H 3.62 6.53 -2.92
H 2.23 8.56 -3.48
H -0.25 8.44 -3.38
H -1.38 6.29 -2.71
H -0.36 1.09 0.40
H -0.97 -1.02 -0.30
H -1.72 -2.59 -2.07
H -2.00 -1.77 -4.43
H -1.41 0.61 -5.00
H -0.62 2.14 -3.20
```

As for the HOMO energy: -8.12 eV. The orbital gap comes out at 0.220 Ha.

These are the Löwdin partial charges, in e, on atoms 1 to 5:
1 N 0.172
2 C -0.187
3 C -0.195
4 C 0.074
5 C -0.108

***

No. 3
Below is a structure of composition C29H46ClN4O4Sr, with properties calculated with ωB97M-V/def2-TZVPD.

Structure (XYZ):
```
85
C29H46ClN4O4Sr ωB97M-V/def2-TZVPD
O -3.84 -1.84 -0.54
C -4.58 -0.98 -1.03
C -4.25 -0.24 -2.28
C -3.08 -0.60 -2.97
H -2.47 -1.42 -2.58
C -2.73 0.03 -4.16
H -1.80 -0.24 -4.66
C -3.56 1.03 -4.69
H -3.29 1.48 -5.65
C -4.67 1.46 -3.96
H -5.25 2.30 -4.36
C -5.02 0.83 -2.75
H -5.88 1.16 -2.17
H -5.48 -0.60 -0.45
C -2.45 0.67 2.14
C -1.22 1.07 1.42
H -3.26 1.39 1.92
H -2.30 0.65 3.24
H -2.86 -0.32 1.81
C -1.14 1.65 0.22
C -0.79 3.11 0.08
H -1.29 1.11 -0.73
H -1.19 3.56 -0.84
H 0.31 3.21 0.04
H -1.12 3.68 0.96
Sr 0.59 -0.48 1.42
Cl 1.89 1.68 2.49
C 3.94 -0.72 1.08
O 3.02 -1.56 1.10
N 4.79 -0.47 2.10
C 4.59 -1.06 3.41
C 5.96 0.38 1.91
H 4.13 -0.10 0.17
H 3.75 -1.74 3.38
H 4.41 -0.28 4.15
H 5.51 -1.59 3.71
H 5.96 0.76 0.88
H 6.87 -0.20 2.09
H 5.93 1.22 2.62
H -1.87 -5.29 -2.14
H 0.82 -4.56 -2.05
C -1.91 -4.21 -2.35
C 0.46 -3.53 -2.01
N -0.93 -3.48 -1.56
H -2.92 -3.85 -2.09
C -1.23 -3.08 -0.32
O -0.42 -2.53 0.45
H 1.10 -2.96 -1.32
H -2.28 -3.26 -0.02
H -1.74 -4.05 -3.41
H 0.53 -3.10 -3.01
H -1.23 -2.58 6.69
H -2.66 -4.42 5.02
C -1.71 -1.87 5.99
C -2.97 -3.48 4.55
N -1.91 -2.48 4.68
H -1.08 -0.97 5.90
C -1.07 -2.26 3.67
O -0.14 -1.42 3.66
H -3.14 -3.64 3.49
H -1.28 -2.89 2.79
H -2.69 -1.61 6.41
H -3.87 -3.11 5.04
C 1.72 4.57 -1.67
N 2.11 3.80 -0.50
C 2.41 4.60 0.67
C 2.97 2.67 -0.72
C 2.40 1.68 -1.70
C 2.73 1.79 -3.08
C 2.13 0.95 -4.00
C 1.20 0.00 -3.59
C 0.87 -0.11 -2.21
C 1.53 0.68 -1.31
H 1.11 5.42 -1.34
H 1.12 3.96 -2.36
H 2.59 4.97 -2.23
H 1.62 5.34 0.82
H 2.44 3.92 1.54
H 3.38 5.12 0.57
H 3.95 3.03 -1.09
H 3.10 2.19 0.26
H 3.47 2.54 -3.38
H 2.36 1.06 -5.07
H 0.71 -0.66 -4.32
H 0.12 -0.83 -1.89
```

As for the HOMO energy (alpha / beta): -3.23 / -1.27 eV. Its charge is -1. The orbital gap (alpha / beta) comes out at 0.194 / 0.122 Ha.

These are the Löwdin partial charges, in e, on atoms 1 to 5:
1 O -0.167
2 C -0.355
3 C -0.256
4 C -0.072
5 H 0.075

***

No. 4
Below is a structure of composition C32H36FGaN4O7S, with properties calculated with ωB97M-V/def2-TZVPD.

Structure (XYZ):
```
82
C32H36FGaN4O7S ωB97M-V/def2-TZVPD
Ga 0.37 -0.57 -1.82
C 3.27 -2.47 4.98
C 3.67 -3.17 3.69
C 5.16 -3.43 3.57
C 5.93 -2.12 3.50
C 5.37 -1.22 2.42
C 6.14 -0.24 1.84
C 5.61 0.57 0.84
F 6.41 1.50 0.30
C 4.33 0.43 0.39
C 3.53 -0.56 0.97
C 2.16 -0.73 0.50
O 1.69 0.08 -0.34
C 1.41 -1.78 1.08
C 1.97 -2.53 2.07
N 3.22 -2.37 2.52
C 4.04 -1.39 1.97
C 0.00 -2.11 0.67
O -0.76 -2.60 1.49
O -0.31 -1.85 -0.56
H 3.66 -3.03 5.84
H 2.19 -2.41 5.07
H 3.67 -1.46 5.02
H 3.14 -4.12 3.61
H 5.35 -4.01 2.67
H 5.48 -4.02 4.42
H 6.99 -2.30 3.31
H 5.88 -1.60 4.47
H 7.16 -0.10 2.15
H 3.93 1.05 -0.40
H 1.38 -3.30 2.55
C -6.65 1.72 3.96
C -5.60 1.70 2.86
S -5.17 3.36 2.42
O -6.35 4.00 1.92
O -4.42 3.93 3.52
C -4.05 3.17 1.07
C -2.67 2.72 1.52
N -1.85 2.31 0.38
C -1.76 1.03 -0.06
N -0.92 0.95 -1.08
C -0.46 2.21 -1.34
C -1.02 3.05 -0.45
N -0.87 4.48 -0.38
O -0.12 4.99 -1.18
O -1.52 5.08 0.46
C -2.56 -0.08 0.51
H -6.88 0.70 4.27
H -7.57 2.20 3.61
H -6.29 2.27 4.83
H -5.97 1.22 1.95
H -4.68 1.21 3.19
H -4.01 4.16 0.61
H -4.52 2.47 0.37
H -2.71 1.87 2.19
H -2.18 3.53 2.04
H 0.24 2.44 -2.13
H -3.62 0.17 0.51
H -2.26 -0.32 1.53
H -2.41 -0.98 -0.09
C 1.06 -1.74 -5.77
C 0.67 -0.70 -4.69
C 1.27 0.64 -5.13
C 1.21 -1.20 -3.34
C -0.86 -0.63 -4.62
C -1.56 -1.66 -3.99
C -2.95 -1.65 -3.91
C -3.67 -0.60 -4.47
C -2.99 0.43 -5.10
C -1.60 0.41 -5.18
H 2.15 -1.82 -5.82
H 0.68 -1.46 -6.76
H 0.66 -2.72 -5.51
H 2.36 0.57 -5.09
H 0.97 1.44 -4.45
H 1.00 0.93 -6.15
H 2.27 -0.92 -3.21
H -1.00 -2.48 -3.56
H -3.47 -2.46 -3.42
H -4.76 -0.59 -4.42
H -3.54 1.26 -5.54
H -1.09 1.23 -5.67
```

The calculation puts the energy above the lowest of the compared OMol25 structures with the same formula, charge and spin at 7.49 kcal/mol. As for the HOMO energy: -5.84 eV. The orbital gap comes out at 0.184 Ha.

These are the Löwdin partial charges, in e, on atoms 1 to 5:
1 Ga 0.549
2 C -0.023
3 C -0.305
4 C -0.134
5 C -0.127

***

No. 5
Below is a cluster of 2 separate species, CH3FN2O2 in total, with properties calculated with ωB97M-V/def2-TZVPD.

Structure (XYZ):
```
9
CH3FN2O2 ωB97M-V/def2-TZVPD
C 1.58 -0.42 0.01
N 1.86 0.42 -0.77
N -1.85 0.28 -0.11
O 1.35 -1.42 0.59
O -1.34 -0.89 -0.70
F -0.74 1.17 0.21
H -2.30 0.73 -0.81
H 1.36 1.26 -0.87
H -1.04 -1.31 0.09
```

The calculation puts the energy above the lowest of the compared OMol25 structures with the same formula, charge and spin at 9.81 kcal/mol. As for the HOMO energy: -10.85 eV. The orbital gap comes out at 0.429 Ha.

These are the Löwdin partial charges, in e, on atoms 1 to 5:
1 C -0.432
2 N 0.203
3 N 0.016
4 O 0.132
5 O -0.006

***

no.,maximum force (eV/Å)
1,5.000
2,2.819
3,3.845
4,0.810
5,4.096